This record from OMol25 describes 4 unconnected molecules or ions with the total composition C33H72F3NO11P at a distorted geometry. The level of theory is ωB97M-V with the def2-TZVPD basis set.

Bonds (Å) are listed after each position.
Atoms and positions in Å:
1 C 0.52233 2.19477 1.14248  C2 1.550, H23 1.087, H24 1.085, H25 1.085
2 C -0.36803 2.55360 -0.07509  C1 1.550, C3 1.543, H26 1.089, H27 1.082
3 C -1.19163 1.31831 -0.49512  C2 1.543, C4 1.528, N14 1.489, H28 1.087
4 C -0.35853 0.54111 -1.51268  C3 1.528, P5 1.876, O8 1.454, H29 1.089
5 P -0.04692 -1.26230 -1.10172  C4 1.876, C6 1.836, C7 1.848
6 C 0.61598 -2.13097 -2.57729  P5 1.836, H30 1.088, H31 1.086, H32 1.084
7 C 1.27593 -1.33335 0.18679  P5 1.848, H33 1.083, H34 1.089, H35 1.088
8 O -1.08077 0.77110 -2.75343  C4 1.454, C9 1.396
9 C -2.28533 1.45959 -2.60342  O8 1.396, C10 1.561, N14 1.476, H36 1.090
10 C -3.31318 0.60853 -3.41344  C9 1.561, F11 1.304, F12 1.310, F13 1.296
11 F -4.25247 1.35640 -3.92235  C10 1.304
12 F -3.82663 -0.35829 -2.69416  C10 1.310
13 F -2.69657 0.07970 -4.42263  C10 1.296
14 N -2.51410 1.52954 -1.14677  C3 1.489, C9 1.476, C15 1.503, H37 1.029
15 C -3.34387 2.65618 -0.59701  N14 1.503, C16 1.528, H38 1.083, H39 1.085
16 C -4.81563 2.53860 -0.98893  C15 1.528, C17 1.539, H40 1.087, H41 1.083
17 C -5.71081 2.11198 0.18817  C16 1.539, C18 1.543, H42 1.087, H43 1.089
18 C -7.17739 2.17570 -0.28639  C17 1.543, C19 1.528, H44 1.088, H45 1.091
19 C -7.62455 0.95397 -1.08729  C18 1.528, C20 1.518, H46 1.089, H47 1.088
20 C -7.63552 -0.34096 -0.29447  C19 1.518, O21 1.414, H48 1.096, H49 1.093
21 O -8.29471 -1.30065 -1.09742  C20 1.414, C22 1.415
22 C -7.83451 -2.61537 -0.84756  O21 1.415, H50 1.085, H51 1.093, H52 1.092
23 H 0.50558 1.13083 1.36570  C1 1.087
24 H 0.22512 2.74748 2.02783  C1 1.085
25 H 1.56100 2.44487 0.95190  C1 1.085
26 H -0.96696 3.41258 0.22500  C2 1.089
27 H 0.31100 2.88390 -0.84944  C2 1.082
28 H -1.30981 0.73700 0.41608  C3 1.087
29 H 0.61647 0.96080 -1.75732  C4 1.089
30 H 1.61903 -1.80886 -2.84719  C6 1.088
31 H 0.66661 -3.17904 -2.29641  C6 1.086
32 H -0.05737 -2.08079 -3.42547  C6 1.084
33 H 0.78164 -1.48306 1.13856  C7 1.083
34 H 1.85803 -2.22912 -0.02218  C7 1.089
35 H 1.96653 -0.49225 0.18310  C7 1.088
36 H -2.15593 2.40409 -3.13228  C9 1.090
37 H -3.04625 0.70453 -0.83717  N14 1.029
38 H -3.20341 2.69322 0.47639  C15 1.083
39 H -2.96186 3.58217 -1.01302  C15 1.085
40 H -4.97006 1.78496 -1.75672  C16 1.087
41 H -5.18021 3.48152 -1.37852  C16 1.083
42 H -5.54701 2.77585 1.03278  C17 1.087
43 H -5.50271 1.07128 0.43083  C17 1.089
44 H -7.86252 2.38394 0.53217  C18 1.088
45 H -7.25647 3.02339 -0.96825  C18 1.091
46 H -7.08430 0.85076 -2.02695  C19 1.089
47 H -8.65876 1.12595 -1.37692  C19 1.088
48 H -8.25432 -0.17979 0.59608  C20 1.096
49 H -6.64006 -0.67751 0.00694  C20 1.093
50 H -8.45224 -3.28992 -1.43126  C22 1.085
51 H -6.80453 -2.71947 -1.19759  C22 1.093
52 H -7.94138 -2.90462 0.19969  C22 1.092
53 C -3.70475 7.44192 6.36818  O54 1.416, H62 1.094, H63 1.090, H64 1.094
54 O -2.83088 7.41064 5.25504  C53 1.416, C55 1.416
55 C -1.74166 6.51598 5.38682  O54 1.416, C56 1.516, H65 1.095, H66 1.097
56 C -1.53176 5.69010 4.13332  C55 1.516, O57 1.424, H67 1.093, H68 1.091
57 O -2.53920 4.72387 3.84981  C56 1.424, C58 1.420
58 C -3.84187 5.16757 3.50010  O57 1.420, C59 1.517, H69 1.090, H70 1.095
59 C -3.96016 5.87352 2.16282  C58 1.517, O60 1.414, H71 1.098, H72 1.099
60 O -3.32428 7.13603 2.16300  C59 1.414, C61 1.411
61 C -2.49941 7.38532 1.04510  O60 1.411, H73 1.097, H74 1.090, H75 1.095
62 H -3.32712 8.12705 7.13246  C53 1.094
63 H -4.67378 7.80070 6.02173  C53 1.090
64 H -3.84360 6.44737 6.80331  C53 1.094
65 H -1.87798 5.84579 6.24202  C55 1.095
66 H -0.83779 7.11100 5.56393  C55 1.097
67 H -0.61791 5.10882 4.28356  C56 1.093
68 H -1.34745 6.32619 3.26633  C56 1.091
69 H -4.28418 5.76089 4.30022  C58 1.090
70 H -4.44273 4.25472 3.43250  C58 1.095
71 H -5.02341 6.04033 1.94550  C59 1.098
72 H -3.54117 5.22453 1.38072  C59 1.099
73 H -1.95472 6.48615 0.73295  C61 1.097
74 H -1.76672 8.13917 1.33219  C61 1.090
75 H -3.08932 7.77226 0.20792  C61 1.095
76 C 8.51918 -2.19982 1.44410  O77 1.414, H85 1.094, H86 1.090, H87 1.095
77 O 7.78397 -1.42008 2.36671  C76 1.414, C78 1.415
78 C 7.28676 -0.20202 1.84444  O77 1.415, C79 1.516, H88 1.095, H89 1.097
79 C 5.83930 0.03388 2.22967  C78 1.516, O80 1.423, H90 1.094, H91 1.091
80 O 4.88618 -0.83363 1.62588  C79 1.423, C81 1.422
81 C 4.89239 -2.21248 1.97357  O80 1.422, C82 1.517, H92 1.090, H93 1.095
82 C 4.48670 -2.53890 3.39864  C81 1.517, O83 1.415, H94 1.097, H95 1.096
83 O 5.44902 -2.10348 4.34078  C82 1.415, C84 1.413
84 C 4.91559 -1.42103 5.45700  O83 1.413, H96 1.095, H97 1.090, H98 1.094
85 H 9.56237 -1.87181 1.41022  C76 1.094
86 H 8.48671 -3.23551 1.78207  C76 1.090
87 H 8.08754 -2.15418 0.43909  C76 1.095
88 H 7.37973 -0.16982 0.75340  C78 1.095
89 H 7.89206 0.61274 2.25987  C78 1.097
90 H 5.57456 1.03420 1.87560  C79 1.094
91 H 5.71561 0.05341 3.31303  C79 1.091
92 H 5.84529 -2.67620 1.71709  C81 1.090
93 H 4.14735 -2.67079 1.31527  C81 1.095
94 H 4.40127 -3.62908 3.49089  C82 1.097
95 H 3.50681 -2.09407 3.60772  C82 1.096
96 H 4.07542 -0.77697 5.17685  C84 1.095
97 H 5.70274 -0.78879 5.86825  C84 1.090
98 H 4.59857 -2.13036 6.22759  C84 1.094
99 C 3.93257 -9.03174 -5.72240  O100 1.414, H108 1.094, H109 1.090, H110 1.094
100 O 4.40154 -8.13723 -4.73286  C99 1.414, C101 1.417
101 C 5.62345 -7.49404 -5.05302  O100 1.417, C102 1.516, H111 1.095, H112 1.097
102 C 5.58046 -6.00778 -4.75707  C101 1.516, O103 1.421, H113 1.093, H114 1.091
103 O 4.73538 -5.23126 -5.59564  C102 1.421, C104 1.418
104 C 3.33157 -5.41588 -5.52696  O103 1.418, C105 1.517, H115 1.091, H116 1.094
105 C 2.66773 -4.97476 -4.23619  C104 1.517, O106 1.419, H117 1.098, H118 1.096
106 O 3.01974 -5.80337 -3.13941  C105 1.419, C107 1.409
107 C 3.38578 -5.10788 -1.96952  O106 1.409, H119 1.096, H120 1.090, H121 1.097
108 H 4.39869 -10.01455 -5.60311  C99 1.094
109 H 2.85488 -9.13555 -5.59516  C99 1.090
110 H 4.12275 -8.65598 -6.73247  C99 1.094
111 H 5.88771 -7.64418 -6.10494  C101 1.095
112 H 6.41071 -7.94670 -4.43822  C101 1.097
113 H 6.58632 -5.61839 -4.93391  C102 1.093
114 H 5.36402 -5.81994 -3.70422  C102 1.091
115 H 3.05735 -6.44069 -5.78025  C104 1.091
116 H 2.92423 -4.78703 -6.32366  C104 1.094
117 H 1.57894 -5.04310 -4.36152  C105 1.098
118 H 2.93066 -3.92950 -4.03557  C105 1.096
119 H 3.96227 -4.20402 -2.19526  C107 1.096
120 H 4.01471 -5.76763 -1.37132  C107 1.090
121 H 2.49727 -4.84579 -1.38115  C107 1.097

Calculated values
charge = +1
E = -2823.4081 Eh
lowest unoccupied orbital energy = -2.286 eV
HOMO energy = -10.5 eV